28
Properties=species:S:1:pos:R:3:forces:R:3:mulliken_charge:R:1 method="wB97M-V/def2-TZVPD" homo_energy_ev="-20.76 / -20.74" multiplicity=1 orbital_gap_ev="6.0 / 6.0" charge=+3
H -4.0806 2.5284 -3.2035 -0.085 -0.009 0.098 0.400
H 2.8023 -1.8278 -3.1286 -0.027 -0.023 -0.019 0.405
H -1.8649 -1.6873 -2.4854 -0.006 0.079 0.097 0.386
H -2.5854 2.9952 -2.4017 -0.070 -0.032 0.059 0.475
H -3.0387 -0.1614 -4.8212 -0.038 0.104 -0.091 0.415
H 0.4667 -2.4425 -2.4087 0.042 -0.108 0.134 0.620
C 1.3391 -0.4597 -2.3677 0.206 0.028 -0.263 0.137
C -0.3249 1.3750 -2.4897 -0.228 -0.122 0.681 -0.153
C 0.2577 -1.3819 -2.3439 0.396 0.011 -0.402 -0.701
H -0.5089 2.4381 -2.5969 -0.098 0.007 0.197 0.478
O 0.1545 -0.0534 1.6663 -0.634 0.557 1.087 -0.299
C -1.4112 0.4486 -2.6077 0.499 -0.546 0.102 0.682
C -1.0765 -0.9417 -2.4591 0.152 0.322 1.120 -0.627
C -3.5455 -0.0978 -3.8588 0.455 0.011 -0.264 -1.408
H 3.2491 -1.1396 -1.5777 -0.018 0.034 0.048 0.232
H -3.2821 0.6558 -1.9171 0.186 -0.007 -0.192 0.173
C -3.0125 2.3415 -3.1624 0.283 -0.055 -0.497 -1.718
H -2.6187 2.6353 -4.1385 0.060 0.016 0.009 0.455
C 0.9825 0.9404 -2.3334 0.744 -0.631 0.392 -0.960
C 2.7588 -0.9154 -2.5358 0.006 0.038 0.202 -0.929
H -4.5392 0.3095 -4.0185 -0.029 0.045 0.038 0.405
Os 0.5110 -0.4036 -0.3906 -0.414 -0.042 -4.155 0.862
H 1.7780 1.6773 -2.3101 0.048 -0.019 0.074 0.552
H 3.3573 -0.1465 -3.0222 0.012 0.033 0.007 0.412
H -3.6631 -1.1130 -3.4840 -0.040 0.040 0.140 0.438
C -2.7721 0.8543 -2.8997 -1.415 0.146 0.853 1.048
N -0.0401 0.1316 2.7635 0.132 0.108 -0.154 1.320
O -0.1769 0.2941 3.8468 -0.119 0.014 0.698 -0.100

=====

51
Properties=species:S:1:pos:R:3:forces:R:3:mulliken_spin:R:1 method="wB97M-V/def2-TZVPD" homo_energy_ev="-2.31 / -2.76" multiplicity=3 orbital_gap_ev="6.9 / 7.2" charge=-2
C -1.6289 0.4968 -4.7378 0.378 -0.144 -0.154 -0.004
H 0.2157 0.1862 -5.8205 0.077 -0.048 0.000 0.001
C -3.0475 0.4459 3.5744 0.077 0.023 0.081 0.000
C -0.2799 0.1652 -4.8619 -0.380 0.050 0.138 0.024
S 2.1770 0.6660 2.2536 -0.168 0.835 -0.925 0.312
H -3.5693 0.6144 2.6433 0.031 0.058 -0.023 -0.001
C -1.0899 -0.3627 2.2122 0.434 -0.704 -0.514 -0.002
O 0.1709 -0.8619 4.6963 0.064 -0.007 -0.105 0.005
N 0.4483 -1.9181 -0.5328 0.512 -2.615 0.219 -0.045
C 3.2463 -1.7165 -0.8137 0.381 0.604 -0.545 0.013
C 0.8707 2.4845 -2.1910 0.434 1.278 -1.065 0.000
H 0.3416 -1.1035 3.7311 -0.146 -0.073 0.152 -0.003
O 2.3057 2.1383 2.4018 0.157 -0.511 0.374 0.192
N -0.5916 -3.7813 -0.5352 -0.525 -0.145 0.006 0.002
C -1.9006 0.2662 -1.0421 -0.392 0.265 1.733 0.087
C -1.7551 -0.0579 3.5091 0.086 -0.010 0.157 0.008
N -1.0851 0.1524 -0.0227 -2.578 0.107 -0.929 -0.052
N 2.5868 -0.6333 -1.2614 0.778 -0.899 0.064 -0.032
N 0.6763 -4.0861 -0.2512 1.001 0.139 0.162 0.000
H 2.9603 2.0624 -2.5806 -0.155 0.297 0.020 0.002
C 2.3049 2.9416 -2.5734 -0.351 -0.389 0.601 0.004
C 1.3034 -2.9168 -0.2608 -0.706 -0.146 -0.166 0.018
C -2.1977 0.5085 -3.4906 0.113 -0.076 0.779 0.020
O -0.0834 2.7623 -2.9049 -0.045 0.013 0.030 -0.001
N 4.6311 -0.5572 -1.8912 0.339 0.311 -0.368 0.006
C -2.9474 0.4716 5.9685 0.047 0.052 -0.010 -0.002
H 1.4817 -0.3647 -3.7521 0.058 -0.019 0.038 0.003
H -1.1002 -0.2203 6.8233 0.055 -0.065 0.123 0.000
C 0.4231 -0.1372 -3.7087 0.460 -0.142 -0.581 -0.001
C -1.6642 -0.0357 5.9216 0.109 -0.021 0.139 0.001
N 2.6520 -2.7174 -0.0756 0.075 -0.068 0.222 0.004
H -4.6480 1.1166 4.8360 -0.059 -0.023 -0.035 0.000
C -3.6447 0.7126 4.7938 -0.260 0.089 0.026 0.001
H -3.2183 0.8276 -3.3372 -0.094 -0.060 -0.010 0.000
H -2.2146 0.7685 -5.6073 0.015 0.006 -0.016 0.000
N 3.5047 0.0598 -1.9352 0.211 0.500 -0.381 0.010
N 4.5186 -1.6896 -1.1988 -0.396 -0.658 0.559 -0.001
O 0.8538 1.8753 -1.0921 0.114 -0.277 0.724 -0.008
H -3.4091 0.6795 6.9264 0.008 0.019 0.035 0.000
N 1.4867 0.2562 0.9562 2.005 0.838 3.893 -0.329
O -0.1487 -1.1975 2.1939 -0.555 -0.052 0.602 0.001
V 0.7540 -0.0222 -0.5284 1.667 0.678 -2.921 1.775
C -1.0583 -0.3267 4.7014 -0.157 -0.026 -0.118 -0.006
H 2.6657 3.6651 -1.8359 -0.104 -0.226 -0.075 0.000
H 3.2047 -3.5408 0.1088 -0.071 0.135 -0.162 0.000
C -1.4086 0.1986 -2.3646 0.368 -0.011 -1.608 -0.006
N -0.7291 -2.5194 -0.6997 -0.929 -0.117 -0.205 0.007
N -0.1129 -0.1440 -2.5046 -0.990 0.278 -0.092 0.004
H -2.9619 0.4223 -0.8602 0.127 -0.035 0.070 0.000
N -1.6344 0.2466 1.1728 -1.333 0.633 0.747 -0.004
Cl 2.3449 3.7180 -4.1527 0.214 0.357 -0.687 0.001

=====

16
Properties=species:S:1:pos:R:3:forces:R:3:mulliken_charge:R:1 method="wB97M-V/def2-TZVPD" homo_energy_ev=-9.35 multiplicity=1 orbital_gap_ev=9.9 smiles="CSC1(C#N)CC(=O)C1"
H 2.8215 -0.3913 0.1575 0.586 0.336 0.227 0.264
H 0.5756 1.3701 -1.7379 1.243 -0.407 -0.608 0.375
C -0.2131 1.1321 -1.0778 -0.293 -0.796 3.233 -0.740
H 1.9009 -0.0518 1.6592 -0.125 1.284 0.482 0.255
C -0.4960 0.3269 1.4706 0.076 1.845 3.303 -0.055
H 2.9891 -1.3572 1.7438 -1.248 0.138 -1.609 0.318
H -0.4516 2.0641 -0.5432 -0.075 -0.347 0.120 0.298
C 2.3021 -0.7896 1.0149 0.894 -0.578 0.790 -0.770
C -1.4242 0.5344 -1.6178 -1.696 -1.143 0.430 0.546
H -2.6199 -0.4749 0.1164 0.123 0.116 -0.138 0.371
N -0.4825 0.7834 2.5427 -0.197 -0.650 -1.600 -0.480
H -1.7130 -1.4504 -1.0938 -0.020 -0.547 0.336 0.257
C -1.7287 -0.5393 -0.5066 1.143 0.662 -0.944 -0.806
O -1.9614 0.6734 -2.6713 -0.089 0.183 -0.350 -0.537
S 0.8643 -1.6039 0.3466 -1.107 -0.747 -0.652 -0.069
C -0.3633 -0.2259 0.1967 0.785 0.649 -3.019 0.772

=====

116
Properties=species:S:1:pos:R:3:forces:R:3:mulliken_spin:R:1 method="wB97M-V/def2-TZVPD" homo_energy_ev="-10.00 / -10.75" multiplicity=3 orbital_gap_ev="5.8 / 6.5" charge=+1
Cl 0.3286 -3.2629 -2.5873 -0.746 -0.979 0.510 0.000
H -2.1313 -3.3576 -1.0318 -0.063 -0.121 0.055 0.000
C 0.3604 1.5559 -0.4829 -0.153 0.486 0.111 0.001
C 3.7856 -4.7967 2.5633 -0.650 0.260 0.134 0.000
C 3.1827 -4.1070 1.5148 -0.020 0.103 0.119 0.000
H -7.9665 -5.0462 -1.4651 0.025 0.086 -0.046 0.006
C 1.9172 -4.2404 3.9857 0.280 -0.141 -0.225 0.000
H -8.0537 -1.8926 1.5826 -0.004 0.005 -0.046 0.001
C -2.3506 -1.8879 -2.5593 -0.380 0.201 -0.138 -0.003
H 6.2291 7.3982 1.5047 0.002 -0.036 -0.005 0.001
H -10.3864 -3.7616 -2.5884 -0.037 0.008 0.071 0.000
C 4.2364 6.3473 0.0639 0.018 -0.023 -0.422 0.027
H -9.4485 -5.0081 -0.5324 -0.056 0.044 -0.038 0.000
H 5.0459 7.0494 2.7296 -0.079 -0.067 -0.003 0.000
C 1.9527 -3.4616 1.6957 0.297 -0.505 0.715 0.000
H -7.4008 -5.4562 0.8519 -0.016 -0.001 0.017 0.001
H -4.1450 -2.5560 -3.5960 -0.095 0.088 -0.041 0.002
H 3.7963 -1.2566 2.5739 -0.131 -0.247 -0.054 0.000
H -3.4044 -3.8070 -2.6417 -0.022 -0.087 0.093 -0.001
H -1.5873 -1.5112 -3.2304 0.214 0.098 0.050 0.000
H -4.8562 -2.0731 -1.2784 -0.084 -0.027 -0.085 0.020
H 8.6354 5.3144 0.5957 -0.023 -0.020 0.020 -0.007
C -5.4117 -1.5033 -0.5397 0.155 0.035 -0.244 -0.023
F -2.2840 -1.5720 -0.1776 0.015 -0.197 0.274 -0.001
H 4.7374 -5.2755 2.4012 0.085 -0.076 -0.004 0.000
C 0.5202 -1.0008 -0.9223 0.118 -0.264 -0.587 0.000
H -0.8503 1.9324 1.7007 -0.039 -0.028 0.117 0.000
C -9.9327 -2.4057 -0.4376 0.132 0.104 0.194 0.011
C -0.2667 -2.3786 -1.1018 0.675 0.501 -1.844 0.000
H 0.9009 1.8344 -1.3827 0.116 -0.132 -0.158 0.000
H 4.3150 1.0030 -0.0464 -0.095 0.133 0.066 0.007
C 5.0140 5.5842 1.1365 0.174 0.738 1.037 0.020
H 3.3929 4.1651 1.4828 0.079 -0.023 -0.034 0.006
H 3.6243 -5.4130 4.6050 -0.045 -0.009 0.171 0.000
H -10.8129 -3.0471 -0.3986 0.004 -0.034 -0.112 0.001
H 4.6757 0.3127 -1.5998 -0.022 -0.071 -0.214 -0.002
H -1.0834 0.3026 -1.4110 -0.069 -0.022 -0.128 0.000
Br 1.2503 -0.5827 -2.7320 0.271 0.936 0.391 0.000
C -9.4297 -3.2465 -2.6700 0.208 -0.035 -0.260 -0.006
C 6.8374 5.0873 -0.6062 1.214 0.400 0.058 0.008
H -9.6024 -2.2764 -3.1363 0.018 0.012 0.019 -0.001
O 5.3392 3.5277 0.1695 0.294 -0.296 0.393 0.514
H 5.4032 5.2087 -2.2046 0.007 -0.065 0.077 0.005
C 1.3165 -3.5419 2.9434 0.172 -0.242 -0.122 0.000
C 7.4768 3.8945 -1.3071 -0.184 -0.292 -0.036 -0.008
H -0.9071 0.0388 0.2940 0.063 -0.033 0.112 0.000
C 3.8795 0.4455 -0.8704 -0.403 0.071 -0.214 -0.003
C -6.7085 -2.1958 -0.1505 -0.040 0.802 1.027 0.023
N -7.6089 -2.2386 -1.3419 0.867 -1.515 -0.524 0.383
N 0.2510 -3.2121 -0.0436 2.107 1.306 2.332 0.000
H -2.6836 -3.3338 -4.1673 0.117 -0.069 -0.040 0.000
O 1.2164 -0.5786 1.3516 0.546 -0.486 -0.098 0.000
H 6.5134 6.0785 2.6458 0.010 -0.008 -0.011 -0.010
H -6.5265 -1.0671 1.6892 0.084 -0.013 -0.062 0.001
H -10.2252 -1.4594 -0.8937 0.030 0.014 -0.013 -0.008
N -1.3307 2.5723 1.0846 0.059 0.071 -0.357 0.000
H 4.8679 -2.6513 -1.4614 0.028 -0.124 0.152 0.000
H 6.7250 6.3508 -2.3368 0.077 -0.042 0.011 0.000
C 3.0467 -0.6548 3.0765 0.255 0.401 0.005 0.000
C 8.0110 5.9199 -0.0622 -0.102 0.133 0.183 0.008
C 3.1510 -4.8653 3.8060 -0.029 0.266 -0.679 0.000
C -7.6774 -4.4386 0.5703 -0.043 0.070 -0.080 -0.023
H -8.7890 -3.8309 -3.3266 0.045 0.056 0.023 0.001
H -0.1643 3.6303 -0.3023 0.144 0.077 0.019 0.000
H -4.7761 -1.3921 0.3366 -0.084 -0.015 0.121 -0.001
H 7.7128 6.8069 0.4871 -0.014 -0.028 -0.042 -0.001
H 7.9976 3.2522 -0.5962 -0.015 0.015 0.021 0.000
H 3.0526 0.9799 -1.3201 0.090 0.313 -0.138 -0.002
H -3.0077 -1.0487 -2.3451 0.045 0.157 0.213 0.000
C 1.3143 -2.7193 0.6123 -1.996 -1.361 -0.929 0.000
C 5.7553 6.5840 2.0467 0.147 -0.010 -0.073 0.014
C 5.1386 6.9631 -1.0027 0.069 -0.067 0.043 -0.021
C -8.8376 -3.0890 -1.2747 -1.206 0.320 0.303 0.016
H -5.8459 -3.5341 1.2885 0.014 0.081 0.011 -0.001
C -6.4136 -3.6073 0.3578 -0.120 -0.386 -0.135 0.028
C -3.1858 -2.9551 -3.2820 0.053 -0.093 -0.066 0.003
H 3.5299 5.6663 -0.4227 0.049 -0.075 0.039 0.003
N 5.9612 4.6069 0.5095 -1.282 -0.170 -1.297 0.417
C 3.8111 -2.4220 -1.5721 -0.382 0.618 -0.659 0.000
C 4.0438 4.8349 2.0424 -0.124 -0.338 -0.101 -0.009
H -1.4059 2.6339 -1.0105 -0.143 0.098 -0.045 0.000
H 3.6751 -4.0831 0.5571 0.070 0.066 -0.101 0.000
H 1.5747 0.8059 2.7473 -0.276 0.067 -0.108 0.000
H 0.3591 -3.0669 3.0984 -0.080 0.104 -0.010 0.000
H 2.4439 -1.2343 3.7641 -0.068 -0.228 0.031 0.000
H 6.7463 3.2913 -1.8429 -0.024 0.010 0.069 0.004
C -8.5136 -4.4743 -0.7086 0.443 -0.163 0.137 0.027
H 3.4116 5.5548 2.5596 0.036 0.086 0.009 0.000
H -5.7718 -4.1241 -0.3648 -0.026 0.068 -0.076 0.003
C -7.3138 -1.3569 0.9936 -0.153 -0.007 -0.051 0.014
H 1.4309 -4.3218 4.9454 -0.143 0.117 0.041 0.000
H 3.6412 7.1231 0.5491 0.000 -0.016 0.084 0.000
H 5.7452 7.7682 -0.5809 0.006 -0.011 0.031 -0.001
P 3.4148 -1.2047 -0.2822 1.773 -0.459 2.176 0.002
H -2.2845 2.2664 0.9714 -0.063 -0.101 0.184 0.000
C -0.3453 0.2176 -0.6160 -0.205 -0.071 0.322 0.000
H 4.5236 7.4217 -1.7787 0.009 0.020 0.000 0.001
H 8.6287 6.2620 -0.8922 -0.004 -0.098 -0.064 0.000
H -8.2671 -4.0432 1.4011 0.009 0.036 -0.007 -0.001
C 2.1851 0.1506 2.1297 0.098 0.185 0.504 0.003
Cl -0.3834 -4.7273 0.2782 -0.093 -0.239 0.002 0.000
H 4.5797 4.2490 2.7909 0.021 0.007 -0.008 -0.001
H 8.2032 4.2617 -2.0310 0.034 0.074 0.013 0.000
H 3.6603 -1.9703 -2.5484 -0.056 -0.296 -0.235 0.000
H 2.7808 0.8119 1.5021 0.062 -0.150 -0.223 -0.002
C -0.6597 2.6649 -0.2167 -0.089 -0.126 0.059 0.000
H 3.2196 -3.3263 -1.4974 -0.070 -0.204 -0.047 0.000
C 1.6159 -1.3197 0.2023 -0.952 0.990 -1.418 0.001
H 3.5923 0.0750 3.6759 0.041 0.064 0.085 0.000
H 1.0635 1.5756 0.3471 0.156 -0.140 -0.031 -0.001
H -5.6084 -0.5097 -0.9478 -0.011 -0.019 -0.020 -0.005
C -1.7850 -2.3428 -1.2161 -0.256 -0.341 -0.135 0.000
H -7.7716 -0.4456 0.6078 -0.012 -0.006 -0.010 -0.013
O -6.9282 -2.4994 -2.4100 -0.187 0.509 -0.063 0.541
H -9.6507 -2.2053 0.5915 0.008 -0.036 -0.037 0.000
C 6.0326 5.8947 -1.6277 -0.477 0.078 0.003 0.026